Density functional theory data (ωB97M-V/def2-TZVPD) for 7 unconnected molecules or ions with the total composition C28H77N7O7 in a non-equilibrium geometry.

Values from the calculation:
relative energy (zero: lowest compared OMol25 entry of this formula, charge and spin) = 116.7 kcal/mol
HOMO level = -8.9 eV
gap between HOMO and LUMO = 9.43 eV

CARTESIAN COORDINATES (ANGSTROEM)
C  -3.390  4.148  -3.137
O  -3.595  3.649  -1.884
C  -4.751  2.869  -1.749
C  -5.006  2.464  -0.288
C  -3.719  1.825  0.376
N  -6.074  1.446  -0.270
H  -3.202  3.487  -3.982
H  -2.421  4.615  -2.958
H  -4.028  5.020  -3.283
H  -5.642  3.364  -2.136
H  -4.515  2.053  -2.433
H  -5.294  3.258  0.401
H  -3.454  0.936  -0.196
H  -3.870  1.841  1.455
H  -2.875  2.483  0.167
H  -5.796  0.652  0.288
H  -7.007  1.615  0.079
C  7.532  -4.638  0.188
O  6.501  -3.787  -0.152
C  5.170  -4.273  -0.114
C  4.042  -3.303  0.407
C  2.624  -3.926  0.314
N  4.105  -2.132  -0.436
H  7.341  -5.592  -0.303
H  7.509  -4.681  1.277
H  8.470  -4.190  -0.138
H  4.813  -4.620  -1.084
H  5.145  -5.224  0.419
H  4.186  -2.980  1.438
H  2.381  -4.057  -0.741
H  1.917  -3.214  0.740
H  2.445  -4.880  0.810
H  4.953  -1.647  -0.180
H  4.146  -2.181  -1.444
C  -1.275  -2.287  -0.161
O  -0.718  -1.240  0.518
C  -0.513  -0.159  -0.345
C  0.210  0.912  0.497
C  0.913  2.016  -0.364
N  1.211  0.328  1.302
H  -2.110  -1.895  -0.741
H  -1.704  -3.036  0.504
H  -0.631  -2.732  -0.920
H  0.144  -0.428  -1.171
H  -1.411  0.266  -0.795
H  -0.526  1.355  1.168
H  1.667  2.550  0.215
H  0.165  2.716  -0.736
H  1.408  1.465  -1.164
H  1.904  0.041  0.626
H  0.853  -0.586  1.538
C  -1.363  -0.808  3.473
O  -2.114  -0.339  4.605
C  -1.708  0.876  5.067
C  -2.635  1.454  6.135
C  -4.072  1.209  5.857
N  -2.517  2.836  6.230
H  -1.815  -0.547  2.516
H  -1.386  -1.872  3.237
H  -0.305  -0.589  3.329
H  -0.698  0.723  5.448
H  -1.750  1.636  4.287
H  -2.285  1.038  7.079
H  -4.676  1.822  6.526
H  -4.435  0.191  5.998
H  -4.337  1.501  4.840
H  -2.911  3.034  7.138
H  -3.273  3.121  5.624
C  0.953  4.300  2.777
O  1.412  4.813  4.006
C  1.465  3.846  5.054
C  2.663  4.341  6.049
C  2.994  3.268  7.122
N  2.312  5.620  6.652
H  1.753  4.012  2.096
H  0.500  5.178  2.316
H  0.155  3.559  2.742
H  0.492  3.690  5.520
H  1.698  2.895  4.574
H  3.549  4.537  5.445
H  2.134  3.234  7.791
H  3.944  3.423  7.633
H  3.045  2.282  6.660
H  1.714  6.086  5.985
H  1.624  5.441  7.370
C  0.867  -7.604  -5.637
O  1.557  -6.320  -5.846
C  0.797  -5.305  -5.245
C  1.540  -3.935  -5.111
C  0.868  -2.996  -4.115
N  1.699  -3.328  -6.439
H  -0.091  -7.512  -6.148
H  0.711  -7.912  -4.603
H  1.323  -8.424  -6.192
H  -0.120  -5.101  -5.798
H  0.401  -5.692  -4.306
H  2.580  -4.047  -4.805
H  -0.134  -2.644  -4.360
H  1.549  -2.187  -3.851
H  0.675  -3.644  -3.261
H  2.403  -3.826  -6.965
H  0.908  -3.486  -7.047
C  -2.764  -0.461  -3.300
O  -1.671  -0.449  -4.167
C  -1.383  0.844  -4.758
C  -0.293  1.525  -3.851
C  0.009  2.923  -4.191
N  0.965  0.821  -4.058
H  -3.608  -0.013  -3.825
H  -2.532  0.094  -2.391
H  -2.876  -1.498  -2.981
H  -1.313  0.807  -5.845
H  -2.190  1.574  -4.696
H  -0.543  1.390  -2.799
H  -0.824  3.625  -4.172
H  0.395  3.053  -5.202
H  0.692  3.421  -3.503
H  1.313  0.971  -4.994
H  0.736  -0.159  -4.147